(1)
6 unconnected molecules or ions with the total composition C46H94N6O13P2S. Source: the OMol25 dataset; level of theory: ωB97M-V/def2-TZVPD.

Calculated values
Orbital gap, eV: 8.27
SMILES: CCCCc1ccc2c(c1)Nc1c(PP(=O)(O)O)cccc1S2.COCCNCCOC.COCCNCCOC.COCCNCCOC.COCCNCCOC.COCCNCCOC
E_HOMO, eV: -8.268

CARTESIAN COORDINATES (ANGSTROEM)
1 C -5.00422 0.81839 6.63323
2 C -4.40870 0.14358 5.38279
3 C -3.26149 0.94681 4.78492
4 C -2.71801 0.33790 3.50039
5 C -1.75085 1.20562 2.74051
6 C -1.61071 1.01972 1.36668
7 C -0.73397 1.76673 0.60973
8 C 0.03988 2.74257 1.23003
9 C -0.09973 2.95805 2.59692
10 C -0.97622 2.19386 3.34239
11 N 0.66112 3.97186 3.26819
12 C 2.04311 3.99178 2.91139
13 C 3.02014 4.08343 3.89960
14 P 2.49447 4.11464 5.65057
15 P 3.26130 2.14533 6.19741
16 O 2.61615 1.62602 7.40009
17 O 2.97544 1.26887 4.87793
18 O 4.87036 2.21234 6.32236
19 C 4.36720 4.12678 3.52642
20 C 4.73918 4.05558 2.19435
21 C 3.77040 3.91851 1.21280
22 C 2.42814 3.89484 1.57089
23 S 1.19263 3.72992 0.32951
24 H -4.99543 0.15638 7.49717
25 H -4.40909 1.69341 6.90740
26 H -6.01649 1.17837 6.45776
27 H -4.04637 -0.84838 5.66240
28 H -5.18915 0.02872 4.62784
29 H -2.46650 1.02598 5.53319
30 H -3.61001 1.96383 4.57497
31 H -2.20829 -0.60440 3.73139
32 H -3.55687 0.12091 2.83266
33 H -2.21347 0.27168 0.86944
34 H -0.70242 1.57508 -0.45404
35 H -1.02538 2.39835 4.40634
36 H 0.24932 4.88527 3.09714
37 H 3.54930 4.89059 6.16902
38 H 3.74850 1.00510 4.36942
39 H 5.36190 1.88364 5.56305
40 H 5.12670 4.21574 4.29453
41 H 5.78705 4.09425 1.92594
42 H 4.05903 3.82843 0.17363
43 C 4.04007 -0.69883 -3.55063
44 O 3.33950 -0.89553 -4.76018
45 C 2.88887 -2.22817 -4.96445
46 C 1.38624 -2.34242 -4.84108
47 N 1.00430 -2.19647 -3.44359
48 C -0.41662 -2.07110 -3.16081
49 C -1.13458 -0.81815 -3.64162
50 O -0.65909 0.34561 -2.99155
51 C 0.46034 0.98203 -3.57908
52 H 4.47932 0.29726 -3.57561
53 H 3.36776 -0.76008 -2.68585
54 H 4.84122 -1.43560 -3.43575
55 H 3.38240 -2.91903 -4.27448
56 H 3.18135 -2.50877 -5.98031
57 H 1.06841 -3.33131 -5.18488
58 H 0.93311 -1.59371 -5.50696
59 H 1.47499 -1.39011 -3.05491
60 H -0.52414 -2.09243 -2.07241
61 H -0.93657 -2.95399 -3.54744
62 H -2.18714 -0.92231 -3.36285
63 H -1.10825 -0.68635 -4.72995
64 H 0.48004 0.87670 -4.66674
65 H 1.40292 0.60672 -3.17034
66 H 0.39010 2.04061 -3.32728
67 C -3.99631 -1.39052 -0.09765
68 O -4.48743 -0.10262 0.17635
69 C -4.39685 0.82993 -0.89712
70 C -5.76048 1.30103 -1.31988
71 N -6.51126 0.26561 -2.02077
72 C -7.90896 0.59907 -2.26377
73 C -8.81263 0.82227 -1.05703
74 O -9.04452 -0.33896 -0.28343
75 C -8.07943 -0.61161 0.71297
76 H -3.95899 -1.92023 0.85436
77 H -4.60353 -1.98147 -0.79324
78 H -2.97600 -1.33674 -0.49691
79 H -3.82517 0.41297 -1.73291
80 H -3.85162 1.69842 -0.52154
81 H -5.63537 2.15622 -1.99014
82 H -6.26383 1.66449 -0.41688
83 H -6.46954 -0.59106 -1.48196
84 H -8.34234 -0.21147 -2.85495
85 H -7.94471 1.49996 -2.88581
86 H -9.79105 1.13062 -1.43456
87 H -8.44904 1.63431 -0.41513
88 H -7.65226 0.30922 1.12089
89 H -7.26487 -1.24120 0.34217
90 H -8.58200 -1.15093 1.51587
91 C -6.55573 8.33169 2.08271
92 O -5.16539 8.15024 1.91693
93 C -4.47182 7.76525 3.09669
94 C -3.95915 6.34720 2.99121
95 N -5.05365 5.38860 3.01226
96 C -4.66577 4.01462 2.71977
97 C -4.09067 3.70696 1.34421
98 O -5.01928 3.84496 0.27985
99 C -5.15341 5.14627 -0.25738
100 H -6.93644 8.76059 1.15759
101 H -7.08053 7.38880 2.27369
102 H -6.77215 9.02162 2.90426
103 H -5.11513 7.87875 3.97449
104 H -3.61926 8.44001 3.21210
105 H -3.29912 6.14600 3.84070
106 H -3.35235 6.28335 2.07650
107 H -5.75817 5.67956 2.34635
108 H -5.55157 3.38784 2.85290
109 H -3.93576 3.69527 3.47176
110 H -3.79350 2.65382 1.35175
111 H -3.18478 4.28750 1.12905
112 H -4.21346 5.70239 -0.20432
113 H -5.93497 5.72424 0.24455
114 H -5.43837 5.03923 -1.30464
115 C 5.56334 -8.13615 -4.15633
116 O 6.86047 -7.77124 -4.58056
117 C 7.05617 -7.78862 -5.98790
118 C 7.24491 -6.38857 -6.52662
119 N 6.00800 -5.62638 -6.44627
120 C 6.13980 -4.20696 -6.74775
121 C 7.00958 -3.35670 -5.83024
122 O 6.49492 -3.21742 -4.51943
123 C 6.82834 -4.25458 -3.61338
124 H 5.59179 -8.22017 -3.07174
125 H 4.80887 -7.38927 -4.42788
126 H 5.26446 -9.10129 -4.57710
127 H 6.21892 -8.28536 -6.48760
128 H 7.96175 -8.36797 -6.18740
129 H 7.55443 -6.44861 -7.57451
130 H 8.06862 -5.92869 -5.96231
131 H 5.62143 -5.72744 -5.51646
132 H 5.13524 -3.77718 -6.73499
133 H 6.51554 -4.10288 -7.77104
134 H 7.03602 -2.34814 -6.25074
135 H 8.04732 -3.70956 -5.78969
136 H 7.81363 -4.67560 -3.82944
137 H 6.08921 -5.06073 -3.61237
138 H 6.84342 -3.82154 -2.61260
139 C 3.21887 -3.25305 4.35538
140 O 2.22938 -2.88683 3.41795
141 C 2.38051 -1.58424 2.87149
142 C 2.74618 -1.64398 1.40595
143 N 4.09583 -2.15778 1.20925
144 C 4.43726 -2.42325 -0.18447
145 C 3.64916 -3.49696 -0.92570
146 O 3.89227 -4.80932 -0.45475
147 C 3.09659 -5.22474 0.63751
148 H 2.90905 -4.19788 4.79779
149 H 4.20323 -3.38922 3.89257
150 H 3.30825 -2.50697 5.15152
151 H 3.13038 -1.01860 3.43473
152 H 1.42169 -1.06901 2.97428
153 H 2.69163 -0.63265 0.98960
154 H 1.98146 -2.25125 0.90155
155 H 4.20708 -3.00983 1.74404
156 H 5.49187 -2.70946 -0.21677
157 H 4.34973 -1.48237 -0.73676
158 H 3.98370 -3.48961 -1.96695
159 H 2.57295 -3.28866 -0.94926
160 H 2.10207 -4.77087 0.60501
161 H 3.55867 -4.99158 1.60171
162 H 2.98941 -6.30736 0.57095

=====

(2)
A single C3H6Br2O2 molecule. Source: the OMol25 dataset; level of theory: ωB97M-V/def2-TZVPD.

Calculated values
Orbital gap (alpha / beta), eV: 8.04 / 8.04
E_HOMO (alpha / beta), eV: -8.624 / -8.623

CARTESIAN COORDINATES (ANGSTROEM)
1 C -1.62669 0.81217 0.85344
2 C -0.69203 0.75079 -0.40787
3 C 0.00097 -0.60174 -0.37009
4 O -0.57615 -1.41409 -1.23588
5 O 3.73265 -0.87974 -0.23476
6 Br 0.54008 2.24485 -0.21116
7 Br 1.81362 -0.83906 0.17291
8 H -1.20421 1.33730 1.70778
9 H -1.90468 -0.18034 1.06346
10 H -2.60832 1.18133 0.54043
11 H -1.30142 0.95533 -1.32948
12 H -0.37977 -2.36030 -1.16213
13 H 4.20595 -1.00652 0.61334

=====

(3)
A molecular structure, C5H12NO. Source: the OMol25 dataset; level of theory: ωB97M-V/def2-TZVPD.

Calculated values
Net charge: -1
Orbital gap, eV: 6.31
E_HOMO, eV: -2.198

CARTESIAN COORDINATES (ANGSTROEM)
1 C -1.86561 0.17555 0.41030
2 N -0.85512 0.49244 -0.56832
3 C 0.23567 -0.25746 -0.61910
4 C 1.62642 0.28480 0.19452
5 C 2.79716 -0.23230 -0.52244
6 O 4.05134 -0.32148 -0.23304
7 C -1.33299 -0.15342 1.89267
8 H -2.59422 0.96639 0.51972
9 H -2.49472 -0.70458 0.22913
10 H -1.15135 1.84230 -3.49056
11 H 0.07028 -1.29387 -0.09667
12 H 0.70162 -0.41741 -1.61196
13 H 1.44802 0.96266 1.04053
14 H 2.04038 -0.81438 0.42323
15 H 2.54728 -0.90051 -1.36226
16 H -1.43132 1.32817 -2.98155
17 H -0.70439 0.66454 2.30815
18 H -2.19779 -0.46526 2.58700
19 H -0.89066 -1.15619 1.88065

=====

(4)
3 unconnected molecules or ions with the total composition C3H11NOS. Source: the OMol25 dataset; level of theory: ωB97M-V/def2-TZVPD.

Calculated values
Orbital gap, eV: 8.54
E_HOMO, eV: -9.265

CARTESIAN COORDINATES (ANGSTROEM)
1 C -1.28787 -0.98986 -0.70856
2 C -0.16776 -0.02725 -0.36527
3 C 1.21767 -0.26124 -0.97897
4 S 2.37899 1.06660 -0.65033
5 N -2.34059 -1.01100 0.37517
6 H -0.77548 -1.98688 -0.92874
7 H -1.68064 -0.70118 -1.70689
8 H -0.39126 1.07390 -0.49825
9 H -0.12555 -0.06436 0.74933
10 H 1.27295 -0.55693 -2.05667
11 H 1.85805 -0.95007 -0.40361
12 H 0.92345 2.38773 -0.85520
13 H -3.16230 -1.57652 0.15248
14 H -1.87331 -1.21637 1.23954
15 H 1.71832 1.51166 1.49664
16 H 1.27824 2.01515 2.87945
17 O 1.15710 1.28663 2.25990

=====

(5)
2 unconnected molecules or ions with the total composition C2H4NO2. Source: the OMol25 dataset; level of theory: ωB97M-V/def2-TZVPD.

Calculated values
Net charge: -1
Orbital gap, eV: 7.15
E_HOMO, eV: -2.481

CARTESIAN COORDINATES (ANGSTROEM)
1 C 0.80571 0.30367 0.43959
2 C -0.64870 -0.19736 0.55910
3 N -0.33224 0.91329 1.02431
4 O -0.67732 1.95142 1.66048
5 O -1.47885 -1.10176 0.30988
6 H 1.60930 -0.12330 1.13398
7 H 1.02984 0.65028 -0.57551
8 H -0.09751 -0.90163 -2.04951
9 H -0.21023 -1.49460 -2.50231

=====

Results for energy: -114193.61788, -147384.03228, -8912.25752, -17659.42014, -7720.25613 (in eV, following the order of the records).